1.
Molecular formula: CH4NO2PS
Method: DFT, ωB97M-V/def2-TZVPD

Output
HOMO level = -8.6 eV
SMILES = NP=S.O=CO

The geometry in ORCA input format:
```
! wB97M-V def2-TZVPD RIJCOSX def2/J DEFGRID3
* xyz 0 1
N -1.56 1.59 0.16
P -1.90 0.18 -0.69
S -2.04 -1.36 0.43
H -1.15 1.71 1.13
H -1.13 2.22 -0.50
O 0.63 0.06 -0.64
C 1.13 -0.75 0.04
O 2.37 -1.31 -0.04
H 0.56 -1.36 0.69
H 3.10 -0.97 -0.59
*
```

***

2.
Molecular formula: CH4NO2S
Method: DFT, ωB97M-V/def2-TZVPD

Output
HOMO level (spin up / spin down) = -3.7 / -3.2 eV

The geometry in ORCA input format:
```
! wB97M-V def2-TZVPD RIJCOSX def2/J DEFGRID3
* xyz -1 1
C -1.55 -0.49 -0.17
N 1.43 1.14 1.01
O 1.44 0.27 -1.41
O 1.67 -1.30 0.51
S 1.15 -0.03 0.01
H -1.57 -1.54 -0.40
H -1.85 -0.24 0.84
H -1.93 0.18 -0.93
H 1.21 2.01 0.55
*
```

***

Summary of energy above the lowest of the compared OMol25 structures with the same formula, charge and spin in kJ/mol
58.0; 427.8
(order as listed above)
Summary of E_tot in hartree
-985.2925; -643.8700
(order as listed above)